Formula: C19H46InO2
Source: OMol25
Level of theory: ωB97M-V/def2-TZVPD

Calculated values
* strongest force on any atom: 0.7 eV/Å
* DFT total energy: -1092.133578 Eh
* gap between HOMO and LUMO: 7.50 eV
* net charge: -1
* LUMO: 2.7 eV
* HOMO level: -4.8204 eV

Positions of all 68 atoms, in Å:
C 2.5648 0.2528 0.4617
C 2.9126 1.2229 -0.6685
C 1.7044 1.6939 -1.4787
C 1.5446 0.9846 -2.8532
O 2.3816 -0.1165 -2.9779
In 1.6207 -1.7527 -4.0170
O 0.6836 -2.9104 -2.5632
C 1.0654 -2.6939 -1.2446
C 2.5655 -2.8674 -0.9630
C 2.8448 -3.7002 0.2790
H 3.3537 -0.4850 0.5989
H 1.6396 -0.2774 0.2512
H 2.4570 0.7745 1.4127
H 3.4062 2.0965 -0.2409
H 3.6195 0.7470 -1.3398
H 0.8004 1.5298 -0.8894
H 1.7687 2.7694 -1.6407
H 1.7548 1.7206 -3.6426
H 0.4835 0.7285 -2.9701
H 2.9490 -2.6937 -4.7199
H 0.4707 -1.2158 -5.2444
H 0.7769 -1.6846 -0.9135
H 0.5184 -3.3924 -0.5944
H 3.0323 -1.8890 -0.8437
H 3.0239 -3.3380 -1.8309
H 2.4260 -4.6993 0.1679
H 3.9131 -3.7946 0.4657
H 2.3878 -3.2457 1.1583
C 2.6915 -1.2546 4.0823
C 1.2503 -1.6288 3.7478
C 0.2682 -0.4676 3.8871
C 0.1582 0.1170 5.2965
C -0.2284 -0.8880 6.3803
C -1.5906 -1.5375 6.1531
H 2.7992 -0.9270 5.1185
H 3.3578 -2.1055 3.9360
H 3.0362 -0.4471 3.4343
H 0.9366 -2.4679 4.3764
H 1.2102 -1.9898 2.7176
H -0.7184 -0.7939 3.5474
H 0.5700 0.3301 3.2023
H -0.5831 0.9229 5.2812
H 1.1060 0.5875 5.5716
H -0.2323 -0.3752 7.3462
H 0.5369 -1.6652 6.4547
H -2.3775 -0.7814 6.1059
H -1.8384 -2.2284 6.9603
H -1.6158 -2.1013 5.2200
C -2.7963 3.1417 -0.8907
C -3.6932 2.0995 -1.5539
C -2.9812 1.2833 -2.6318
C -2.4513 2.0982 -3.8109
C -3.5054 2.9145 -4.5572
C -4.6043 2.0624 -5.1867
H -2.4359 3.8781 -1.6104
H -3.3300 3.6819 -0.1065
H -1.9229 2.6677 -0.4387
H -4.5755 2.5917 -1.9753
H -4.0666 1.4124 -0.7899
H -3.6568 0.5051 -2.9964
H -2.1381 0.7552 -2.1772
H -1.9652 1.4134 -4.5112
H -1.6618 2.7692 -3.4622
H -3.0057 3.4890 -5.3417
H -3.9562 3.6509 -3.8847
H -4.1788 1.3403 -5.8863
H -5.3198 2.6792 -5.7336
H -5.1612 1.5041 -4.4328